(1)
The following is a quantum chemistry calculation of a single C6H4N4O2 molecule, from the OMol25 dataset.

ΔE to the lowest compared entry with this formula, charge and spin = 112.51 kcal/mol
Highest occupied orbital energy = -10.6256 eV
Largest force on an atom = 0.07990 hartree/bohr
2S+1 = 1
E_LUMO = -0.051 eV
Total charge = 0

Last column: natural (NBO) charge in e.
Geometry (Å):
N -2.928 1.557 1.173  -0.226
C -2.134 1.369 0.364  0.244
C -0.998 1.302 -0.483  -0.239
C -0.112 -0.002 -0.139  0.439
N 0.952 0.016 0.595  -0.434
C 1.577 -1.115 0.773  0.094
C 1.194 -2.292 0.160  -0.286
C -0.068 -2.232 -0.473  0.098
N -0.677 -1.064 -0.637  -0.455
N -0.029 2.505 -0.295  0.547
O 0.577 2.854 -1.293  -0.368
O 0.123 2.968 0.814  -0.327
H -1.194 1.385 -1.497  0.272
H 2.315 -1.000 1.432  0.196
H 1.858 -3.070 0.391  0.234
H -0.458 -3.180 -0.884  0.211

(2)
The following is a quantum chemistry calculation of 3 unconnected molecules or ions with the total composition C21H33F6N2O6, from the OMol25 dataset.

Highest occupied orbital energy = -11.7879 eV
Largest force on an atom = 0.11161 hartree/bohr
2S+1 = 1
E_LUMO = -4.872 eV
Total charge = +1

Last column: natural (NBO) charge in e.
Geometry (Å):
C 4.285 -3.756 0.315  -0.635
C 3.365 -3.365 1.649  -0.420
C 1.750 -3.511 1.307  -0.477
C 0.850 -2.223 1.805  0.011
C 1.279 -1.573 3.280  -0.115
C 0.425 -0.269 3.804  -0.228
C -0.800 0.262 2.847  0.050
N -1.195 -0.376 1.501  -0.407
C -2.382 0.280 0.799  0.052
O -1.972 1.531 0.138  -0.251
O -1.001 1.349 -0.710  -0.423
C -0.426 -1.582 0.938  0.327
C -0.800 -2.255 -0.526  -0.501
C -1.134 -3.862 -0.459  -0.433
C -0.283 -4.790 -1.510  -0.436
C -0.114 -4.163 -3.015  -0.238
N -1.402 -3.731 -3.680  -0.838
H 5.393 -3.941 0.717  0.237
H 4.347 -2.788 -0.345  0.226
H 3.863 -4.688 -0.273  0.224
H 3.680 -4.053 2.572  0.224
H 3.672 -2.269 1.948  0.216
H 1.319 -4.483 1.813  0.260
H 1.670 -3.525 0.123  0.243
H 2.183 -2.028 3.871  0.273
H 0.751 0.206 4.827  0.284
H -1.401 1.214 3.226  0.272
H -3.123 0.603 1.678  0.235
H -3.000 -0.455 0.123  0.233
H -0.106 1.576 -0.319  0.467
H -1.706 -1.742 -1.070  0.258
H 0.148 -2.043 -1.220  0.270
H -2.286 -4.081 -0.680  0.234
H -0.948 -4.327 0.625  0.233
H -0.874 -5.818 -1.643  0.230
H 0.783 -5.094 -1.111  0.218
H 0.684 -3.276 -3.006  0.186
H 0.370 -4.996 -3.712  0.213
H -2.203 -4.192 -3.197  0.361
H -1.428 -2.683 -3.576  0.359
C -2.741 4.615 1.235  -0.635
C -4.153 4.069 1.135  -0.077
O -4.807 4.124 2.411  -0.493
C -5.354 5.332 2.759  0.684
O -5.304 6.334 2.052  -0.515
C -6.061 5.234 4.110  0.900
F -5.325 4.562 5.043  -0.312
F -7.250 4.573 4.019  -0.306
F -6.341 6.450 4.655  -0.297
H -2.180 4.091 2.018  0.198
H -2.212 4.501 0.285  0.226
H -2.745 5.675 1.505  0.232
H -4.117 3.015 0.841  0.184
H -4.737 4.596 0.372  0.210
C 4.094 3.278 -4.603  -0.640
C 4.046 3.362 -3.089  -0.081
O 3.201 2.334 -2.554  -0.484
C 3.770 1.094 -2.415  0.677
O 4.929 0.835 -2.726  -0.508
C 2.780 0.114 -1.788  0.901
F 1.533 0.198 -2.338  -0.314
F 2.619 0.334 -0.451  -0.321
F 3.162 -1.187 -1.916  -0.306
H 3.082 3.305 -5.022  0.217
H 4.672 4.108 -5.020  0.233
H 4.548 2.339 -4.933  0.224
H 3.610 4.321 -2.790  0.202
H 5.049 3.314 -2.650  0.204

(3)
The following is a quantum chemistry calculation of a molecular structure, C12H14CaN2P, from the OMol25 dataset.

Highest occupied orbital energy (alpha / beta) = -0.8085 / -0.5680 eV
Largest force on an atom = 0.04145 hartree/bohr
2S+1 = 1
E_LUMO (alpha / beta) = 3.318 / 2.948 eV
Total charge = -1

Last column: natural (NBO) charge in e.
Geometry (Å):
C 0.794 0.311 -3.893  -0.440
C -0.431 -0.410 -3.919  -0.353
C -0.201 -1.696 -3.349  -0.348
C 1.176 -1.793 -3.010  -0.360
C 1.803 -0.553 -3.341  -0.463
Ca 1.021 0.820 -0.879  0.987
P -0.321 3.304 -1.238  -0.159
H 0.976 1.274 -4.372  0.204
H -1.370 -0.068 -4.349  0.196
H -0.948 -2.481 -3.203  0.196
H 2.875 -0.372 -3.371  0.213
H 1.675 -2.676 -2.601  0.199
H -1.340 3.714 -0.302  0.022
H -0.848 4.067 -2.341  -0.017
H 0.643 4.306 -0.833  0.035
N -0.249 -2.378 1.999  -0.540
C 0.030 -2.039 0.727  0.080
N 0.081 -0.699 0.609  -0.754
C -0.242 -0.158 1.870  0.150
C -0.300 1.171 2.308  -0.418
C -0.535 1.379 3.680  -0.240
C -0.690 0.304 4.571  -0.266
C -0.627 -1.028 4.113  -0.390
C -0.423 -1.209 2.754  0.105
H -0.327 -3.315 2.378  0.402
H 0.166 -2.780 -0.058  0.200
H -0.187 1.990 1.582  0.182
H -0.606 2.394 4.074  0.194
H -0.866 0.513 5.629  0.191
H -0.729 -1.894 4.762  0.189

(4)
The following is a quantum chemistry calculation of 2 unconnected molecules or ions with the total composition C6H16N, from the OMol25 dataset.

ΔE to the lowest compared entry with this formula, charge and spin = 89.94 kcal/mol
Highest occupied orbital energy = -13.5215 eV
Largest force on an atom = 0.09182 hartree/bohr
2S+1 = 1
E_LUMO = -4.727 eV
Total charge = +1

Last column: natural (NBO) charge in e.
Geometry (Å):
C 0.189 -2.334 1.333  -0.622
C 0.324 -0.887 0.849  -0.165
C -0.613 -0.499 -0.154  -0.073
C -0.491 0.299 1.490  -0.530
C 0.494 1.597 1.316  -0.366
C 0.156 2.502 0.120  -0.633
N 0.015 -0.806 -3.583  -1.109
H -0.805 -2.592 1.744  0.237
H 0.950 -2.529 2.092  0.245
H 0.195 -2.928 0.415  0.252
H 1.378 -0.715 0.639  0.271
H -1.523 -1.082 -0.362  0.250
H -0.400 0.023 -1.090  0.285
H -1.407 0.864 1.322  0.363
H -0.352 -0.070 2.514  0.339
H 1.471 1.127 1.370  0.210
H 0.427 2.195 2.252  0.239
H -0.607 1.983 -0.458  0.191
H -0.288 3.430 0.491  0.243
H 0.974 2.715 -0.579  0.246
H 0.936 -0.901 -3.980  0.384
H -0.447 0.084 -3.680  0.369
H -0.574 -1.477 -4.060  0.374